one:
DFT (the ωB97M-V functional and the def2-TZVPD basis) results for the molecule C3H6OS2.

Computed properties:
- frontier orbital gap (eV) = 9.10
- lowest unoccupied orbital energy (Eh) = 0.021
- SMILES = COC(=S)SC

```
! wB97M-V def2-TZVPD RIJCOSX def2/J DEFGRID3
* xyz 0 1
C 2.349 -0.463 -0.004
C -0.098 0.809 -0.106
C -2.356 -0.137 0.056
H 2.517 0.295 -0.791
H 2.743 -1.504 -0.445
H 2.745 0.134 1.029
H -2.076 -1.180 -0.483
H -2.405 -0.546 1.153
H -3.254 0.315 -0.307
O -1.344 0.812 -0.139
S 0.513 -0.789 0.013
S 0.666 2.254 0.025
*
```

=====

two:
DFT (the ωB97M-V functional and the def2-TZVPD basis) results for the molecule C3H6OS2.

Computed properties:
- frontier orbital gap (eV) = 9.61
- lowest unoccupied orbital energy (Eh) = 0.028
- SMILES = C1OCSCS1

```
! wB97M-V def2-TZVPD RIJCOSX def2/J DEFGRID3
* xyz 0 1
C 0.918 -0.742 -0.976
C -1.232 -0.912 0.005
C 0.245 1.285 0.752
H 1.621 -1.002 -0.170
H 1.366 -1.049 -1.923
H -1.915 -1.718 0.319
H -1.830 -0.152 -0.496
H 1.121 1.531 1.375
H -0.421 2.157 0.791
O -0.283 -1.464 -0.862
S -0.534 -0.177 1.516
S 0.705 1.061 -0.996
*
```

=====

From most stable to least stable, the computed energies give two, one.

=====

one:
DFT (the ωB97M-V functional and the def2-TZVPD basis) results for the molecule C3H6OS2.

Computed properties:
- frontier orbital gap (eV) = 10.01
- lowest unoccupied orbital energy (Eh) = 0.023
- SMILES = CSC(=O)CS

```
! wB97M-V def2-TZVPD RIJCOSX def2/J DEFGRID3
* xyz 0 1
C -2.741 0.588 0.029
C -0.121 0.131 -0.026
C 1.012 -0.772 -0.082
H -2.772 1.182 -0.847
H -2.394 1.174 0.846
H -3.684 0.065 0.251
H 1.146 -1.251 -1.070
H 0.705 -1.617 0.562
H 2.301 0.824 1.064
O -0.136 1.325 -0.134
S -1.612 -0.749 0.032
S 2.668 0.083 0.015
*
```

=====

two:
DFT (the ωB97M-V functional and the def2-TZVPD basis) results for the molecule C3H6OS2.

Computed properties:
- frontier orbital gap (eV) = 9.77
- lowest unoccupied orbital energy (Eh) = 0.029
- SMILES = C1OCSCS1

```
! wB97M-V def2-TZVPD RIJCOSX def2/J DEFGRID3
* xyz 0 1
C -0.038 -1.631 0.080
C -1.182 0.809 -0.094
C 1.194 0.835 -0.113
H -0.018 -2.689 -0.187
H -0.048 -1.556 1.198
H -1.142 0.875 0.988
H -1.990 1.411 -0.416
H 2.022 1.456 -0.553
H 1.251 0.908 0.970
O 0.021 1.368 -0.703
S -1.596 -0.853 -0.590
S 1.525 -0.933 -0.579
*
```

=====

From most stable to least stable, the computed energies give one, two.

=====

one:
DFT (the ωB97M-V functional and the def2-TZVPD basis) results for the molecule C3H6OS2.

Computed properties:
- frontier orbital gap (eV) = 9.08
- lowest unoccupied orbital energy (Eh) = 0.015
- SMILES = OC(=S)CCS

```
! wB97M-V def2-TZVPD RIJCOSX def2/J DEFGRID3
* xyz 0 1
C 0.793 0.817 -0.311
C -0.389 0.620 0.646
C -1.356 -0.529 0.165
H 1.725 -1.290 -1.266
H 0.470 0.841 -1.313
H 1.330 1.761 -0.208
H -0.986 1.542 0.670
H -0.013 0.355 1.670
H 0.148 -1.610 0.312
O -0.849 -1.757 0.226
S 2.005 -0.574 -0.202
S -2.877 -0.175 -0.387
*
```

=====

two:
DFT (the ωB97M-V functional and the def2-TZVPD basis) results for the molecule C3H6OS2.

Computed properties:
- frontier orbital gap (eV) = 9.34
- lowest unoccupied orbital energy (Eh) = 0.016
- SMILES = S=COCCS

```
! wB97M-V def2-TZVPD RIJCOSX def2/J DEFGRID3
* xyz 0 1
C -1.284 -0.048 0.118
C 0.164 0.428 -0.060
C 2.265 -0.780 0.242
H -3.638 0.452 -0.518
H -1.560 -0.029 1.183
H -1.429 -0.994 -0.346
H 0.509 0.684 -1.068
H 0.409 1.237 0.626
H 2.819 -1.629 0.625
O 0.954 -0.743 0.287
S -2.511 1.080 -0.701
S 3.302 0.344 -0.388
*
```

=====

three:
DFT (the ωB97M-V functional and the def2-TZVPD basis) results for the molecule C3H6OS2.

Computed properties:
- frontier orbital gap (eV) = 9.20
- lowest unoccupied orbital energy (Eh) = 0.016
- SMILES = CSCOC=S

```
! wB97M-V def2-TZVPD RIJCOSX def2/J DEFGRID3
* xyz 0 1
C -2.325 0.211 0.075
C 0.245 -0.291 -0.076
C 2.535 -0.174 -0.149
H -2.296 0.696 -0.931
H -2.001 0.862 0.865
H -3.378 -0.034 0.474
H 0.306 0.046 0.980
H 0.136 0.496 -0.889
H 2.421 0.970 -0.183
O 1.495 -0.874 -0.322
S -1.203 -1.305 0.024
S 4.067 -0.602 0.133
*
```

=====

From most stable to least stable, the computed energies give one, two, three.

=====

one:
DFT (the ωB97M-V functional and the def2-TZVPD basis) results for a structure of composition C17H24N3O8SV.

Computed properties:
- frontier orbital gap (spin up / spin down) (eV) = 7.52 / 7.96
- lowest unoccupied orbital energy (spin up / spin down) (Eh) = -0.026 / -0.033

```
! wB97M-V def2-TZVPD RIJCOSX def2/J DEFGRID3
* xyz 0 3
V -1.132 1.169 1.498
N 0.446 2.298 2.468
C 1.617 1.372 2.631
C 1.202 -0.092 2.471
O 2.046 -0.973 2.534
N -0.133 -0.238 2.237
C -0.725 -1.579 2.081
C -1.701 -1.498 0.896
O -1.912 -2.462 0.184
O -2.227 -0.288 0.757
H 0.049 2.537 3.365
H 0.732 3.158 2.023
H 2.358 1.585 1.868
H 2.097 1.479 3.596
H 0.027 -2.338 1.927
H -1.312 -1.840 2.962
O -0.833 1.472 -2.480
C -1.059 1.668 -1.251
O -0.314 1.250 -0.345
C -2.285 2.431 -0.806
C -3.304 2.957 -1.555
C -4.393 3.502 -0.868
C -4.440 3.478 0.519
C -3.379 2.921 1.197
N -2.333 2.448 0.525
C -3.257 2.618 2.696
O -3.995 3.102 3.508
O -2.244 1.798 2.900
H -0.087 0.721 -2.596
H -3.266 2.915 -2.637
H -5.224 3.915 -1.428
H -5.288 3.858 1.077
C 0.919 -5.353 -1.536
C 0.855 -3.940 -0.954
C 0.973 -2.891 -2.059
S 0.980 -1.238 -1.398
O 0.874 -0.306 -2.622
C 2.671 -1.139 -0.827
C 3.145 0.315 -0.721
C 3.724 0.872 -2.026
H 0.760 -6.101 -0.755
H 1.891 -5.551 -2.000
H 0.145 -5.496 -2.299
H 1.661 -3.810 -0.224
H -0.087 -3.791 -0.429
H 0.102 -2.905 -2.720
H 1.877 -3.009 -2.663
H 3.308 -1.731 -1.493
H 2.634 -1.606 0.163
H 3.900 0.358 0.062
H 2.306 0.941 -0.397
H 4.634 0.328 -2.305
H 3.990 1.926 -1.913
H 3.009 0.784 -2.843
*
```

=====

two:
DFT (the ωB97M-V functional and the def2-TZVPD basis) results for a structure of composition C17H24N3O8SV.

Computed properties:
- frontier orbital gap (spin up / spin down) (eV) = 7.06 / 7.56
- lowest unoccupied orbital energy (spin up / spin down) (Eh) = -0.033 / -0.034

```
! wB97M-V def2-TZVPD RIJCOSX def2/J DEFGRID3
* xyz 0 3
V 0.126 0.085 0.233
N 2.054 -0.904 0.426
C 3.104 0.140 0.377
C 2.665 1.343 -0.466
O 3.512 2.091 -0.943
N 1.338 1.448 -0.533
C 0.685 2.562 -1.165
C -0.805 2.259 -1.286
O -1.567 2.994 -1.873
O -1.195 1.126 -0.719
H 2.177 -1.531 1.212
H 2.084 -1.476 -0.411
H 4.050 -0.241 -0.003
H 3.265 0.504 1.392
H 1.090 2.787 -2.154
H 0.782 3.481 -0.576
O -1.757 -4.468 -0.410
C -1.076 -3.437 0.110
O 0.123 -3.374 0.110
C -1.971 -2.443 0.773
C -3.275 -2.744 1.121
C -3.995 -1.810 1.858
C -3.379 -0.642 2.260
C -2.063 -0.425 1.872
N -1.394 -1.287 1.113
C -1.269 0.766 2.407
O -1.818 1.542 3.150
O -0.024 0.763 2.034
H -1.108 -5.092 -0.767
H -3.709 -3.691 0.834
H -5.020 -2.015 2.137
H -3.867 0.107 2.867
C 1.478 -4.770 -3.245
C 0.960 -3.840 -4.335
C 0.972 -2.377 -3.909
S -0.308 -2.053 -2.659
O 0.274 -0.951 -1.807
C -1.603 -1.329 -3.709
C -1.507 0.177 -3.902
C -0.260 0.676 -4.617
H 1.372 -5.817 -3.533
H 0.946 -4.618 -2.302
H 2.536 -4.585 -3.048
H -0.053 -4.129 -4.637
H 1.573 -3.937 -5.233
H 0.838 -1.695 -4.747
H 1.899 -2.108 -3.399
H -2.542 -1.582 -3.215
H -1.557 -1.897 -4.644
H -1.588 0.641 -2.920
H -2.405 0.481 -4.445
H 0.634 0.528 -4.007
H -0.347 1.745 -4.806
H -0.112 0.179 -5.580
*
```

=====

From most stable to least stable, the computed energies give one, two.

=====

one:
DFT (the ωB97M-V functional and the def2-TZVPD basis) results for the molecule C3H5P.

Computed properties:
- frontier orbital gap (spin up / spin down) (eV) = 7.83 / 8.32
- lowest unoccupied orbital energy (spin up / spin down) (Eh) = 0.006 / 0.012
- SMILES = C=P#CC

```
! wB97M-V def2-TZVPD RIJCOSX def2/J DEFGRID3
* xyz 0 1
C 0.373 -0.709 0.971
C -0.015 -1.955 -0.989
C 0.362 0.739 0.812
P 0.390 -2.317 0.691
H -0.977 -1.831 -1.205
H 0.716 -1.536 -1.554
H 0.474 0.991 1.834
H -0.666 1.001 0.333
H 1.146 1.196 0.239
*
```

=====

two:
DFT (the ωB97M-V functional and the def2-TZVPD basis) results for the molecule C3H5P.

Computed properties:
- frontier orbital gap (spin up / spin down) (eV) = 7.29 / 8.06
- lowest unoccupied orbital energy (spin up / spin down) (Eh) = -0.026 / -0.004

```
! wB97M-V def2-TZVPD RIJCOSX def2/J DEFGRID3
* xyz 0 1
C 0.932 -0.879 -0.006
C -0.441 -0.363 -0.049
C -0.590 1.071 -0.043
P 2.282 0.174 -0.107
H 0.917 -1.866 -0.222
H -1.094 -0.823 -0.840
H -0.820 -0.518 1.044
H -1.503 1.528 0.071
H 0.318 1.676 0.152
*
```

=====

From most stable to least stable, the computed energies give two, one.

=====

one:
DFT (the ωB97M-V functional and the def2-TZVPD basis) results for a structure of composition C2H2NO4.

Computed properties:
- frontier orbital gap (eV) = 8.43
- lowest unoccupied orbital energy (Eh) = -0.261

```
! wB97M-V def2-TZVPD RIJCOSX def2/J DEFGRID3
* xyz 1 1
C 0.378 -1.398 0.386
C -0.315 -0.215 -0.356
N 1.090 2.067 0.590
O 0.609 2.800 1.246
O 1.148 -1.273 1.275
O -0.168 0.994 -0.121
O -1.133 -0.644 -1.239
H 0.024 -2.354 -0.027
H -1.634 0.023 -1.754
*
```

=====

two:
DFT (the ωB97M-V functional and the def2-TZVPD basis) results for the ion C2H2NO4 with charge +1.

Computed properties:
- frontier orbital gap (spin up / spin down) (eV) = 8.23 / 8.23
- lowest unoccupied orbital energy (spin up / spin down) (Eh) = -0.246 / -0.246
- SMILES = O=[n+]1occ(O)o1

```
! wB97M-V def2-TZVPD RIJCOSX def2/J DEFGRID3
* xyz 1 1
C 0.471 -0.818 0.024
C 0.491 0.575 0.011
N -1.660 -0.273 -0.006
O -2.806 -0.203 -0.029
O -0.821 -1.216 0.014
O -0.741 1.037 -0.002
O 1.463 1.421 0.007
H 1.242 -1.569 0.018
H 2.361 1.047 -0.037
*
```

=====

From most stable to least stable, the computed energies give one, two.

=====

one:
DFT (the ωB97M-V functional and the def2-TZVPD basis) results for the molecule C2H5ClNOP.

Computed properties:
- frontier orbital gap (eV) = 8.26
- lowest unoccupied orbital energy (Eh) = 0.006
- SMILES = C=[P@](N)(Cl)C=O

```
! wB97M-V def2-TZVPD RIJCOSX def2/J DEFGRID3
* xyz 0 1
C 1.197 -1.748 -0.568
C -0.263 1.540 -0.511
N -0.102 -0.406 1.368
O 0.914 -2.599 0.226
P 0.529 0.087 -0.084
Cl 2.375 0.753 0.040
H 1.903 -2.028 -1.428
H -1.270 1.642 -0.411
H 0.075 1.773 -1.585
H 0.145 -1.271 1.768
H -0.280 0.426 1.952
*
```

=====

two:
DFT (the ωB97M-V functional and the def2-TZVPD basis) results for a cluster of 2 separate species, C2H5ClNOP in total.

Computed properties:
- frontier orbital gap (spin up / spin down) (eV) = 8.23 / 8.17
- lowest unoccupied orbital energy (spin up / spin down) (Eh) = -0.022 / -0.020
- SMILES = [O-]/[NH+]=P\Cl.C=C

```
! wB97M-V def2-TZVPD RIJCOSX def2/J DEFGRID3
* xyz 0 1
C 0.768 -0.160 1.067
C 1.867 -0.178 1.762
N -1.975 0.618 -1.354
O -1.768 1.413 -2.320
P -1.454 -0.930 -1.170
Cl -0.457 -1.156 -2.863
H 0.102 0.728 1.067
H 0.486 -0.936 0.301
H 2.568 -1.033 1.478
H 2.205 0.670 2.407
H -2.343 0.964 -0.376
*
```

=====

From most stable to least stable, the computed energies give one, two.